{
  "formula": "C3H4O3",
  "method": "ωB97M-V with the def2-TZVPD basis set",
  "elements": ["O", "C", "C", "O", "C", "O", "H", "H", "H", "H"],
  "xyz": [[0.857, 0.313, -0.832], [-0.228, -0.839, -0.488], [-0.178, -0.602, 0.991], [-0.415, 0.847, 1.014], [-0.281, 1.228, -0.238], [-0.615, 2.192, -0.831], [0.760, 0.434, -1.795], [0.249, -1.763, -0.826], [0.764, -0.754, 1.539], [-1.003, -1.097, 1.510]],
  "orbital_gap_ev": 8.927,
  "homo_ev": -8.3,
  "lumo_energy_ev": 0.586
}

=====

{
  "formula": "C3H4O3",
  "method": "ωB97M-V with the def2-TZVPD basis set",
  "elements": ["O", "C", "C", "O", "C", "O", "H", "H", "H", "H"],
  "xyz": [[1.823, 0.602, 1.231], [1.176, -0.322, 0.799], [0.205, -0.049, -0.347], [-0.105, -1.126, -1.162], [-1.050, 0.673, 0.101], [-2.114, 0.429, -0.419], [1.286, -1.348, 1.201], [0.748, 0.757, -0.869], [-1.068, -1.079, -1.311], [-0.904, 1.469, 0.850]],
  "orbital_gap_ev": 10.654,
  "homo_ev": -10.5,
  "smiles": "O=CC(O)C=O",
  "lumo_energy_ev": 0.168
}

=====

{
  "formula": "C3H4O3",
  "method": "ωB97M-V with the def2-TZVPD basis set",
  "elements": ["O", "C", "C", "O", "C", "O", "H", "H", "H", "H"],
  "xyz": [[0.465, -1.021, -1.663], [0.448, -0.088, -0.752], [0.340, -0.344, 0.689], [1.608, -0.262, 0.862], [-1.311, 1.198, 0.252], [-0.582, 0.791, 1.220], [0.037, -1.827, -1.331], [0.869, 0.853, -1.073], [-0.217, -1.245, 1.019], [-1.992, 1.966, 0.686]],
  "orbital_gap_ev": 8.969,
  "homo_ev": -8.7,
  "lumo_energy_ev": 0.232
}

=====

{
  "formula": "C3H4O3",
  "method": "ωB97M-V with the def2-TZVPD basis set",
  "elements": ["O", "C", "O", "C", "C", "O", "H", "H", "H", "H"],
  "xyz": [[2.900, -0.020, -0.232], [1.791, -0.004, -0.480], [0.556, 2.333, 0.111], [-0.570, 1.931, -0.029], [-0.615, -1.926, 0.206], [0.493, -2.361, 0.037], [-1.420, 2.395, 0.506], [-0.816, 1.076, -0.692], [-0.811, -1.014, 0.807], [-1.507, -2.411, -0.233]],
  "orbital_gap_ev": 10.914,
  "homo_ev": -10.4,
  "lumo_energy_ev": 0.478
}

=====

{
  "formula": "C3H4O3",
  "method": "ωB97M-V with the def2-TZVPD basis set",
  "elements": ["O", "C", "C", "O", "C", "O", "H", "H", "H", "H"],
  "xyz": [[-0.886, 1.988, 0.558], [-0.384, 0.982, 0.113], [0.166, 0.018, 1.071], [0.043, -1.230, 0.334], [0.139, -0.828, -1.029], [-0.491, 0.462, -1.108], [-0.562, 0.679, 1.755], [1.206, 0.154, 1.381], [-0.406, -1.519, -1.683], [1.175, -0.707, -1.391]],
  "orbital_gap_ev": 11.423,
  "homo_ev": -10.6,
  "smiles": "O=C1COCO1",
  "lumo_energy_ev": 0.781
}

=====

{
  "formula": "C3H4O3",
  "method": "ωB97M-V with the def2-TZVPD basis set",
  "elements": ["O", "C", "O", "O", "H", "H", "C", "C", "H", "H"],
  "xyz": [[1.222, -1.163, -0.030], [1.293, -0.009, 0.181], [2.437, 0.258, 0.963], [0.492, 0.984, -0.041], [2.827, 1.167, 0.939], [-0.406, 0.657, -0.241], [-2.350, 0.072, -0.414], [-1.640, -0.819, -0.821], [-3.218, 0.585, -0.486], [-1.225, -1.542, -1.530]],
  "orbital_gap_ev": 11.374,
  "homo_ev": -10.7,
  "smiles": "O=C(O)O.C#C",
  "lumo_energy_ev": 0.684
}

=====

{
  "formula": "C3H4O3",
  "method": "ωB97M-V with the def2-TZVPD basis set",
  "elements": ["C", "C", "C", "O", "O", "O", "H", "H", "H", "H"],
  "xyz": [[1.668, -0.181, -0.046], [0.241, -0.620, 0.147], [0.632, 0.616, -0.575], [2.857, -0.306, 0.147], [-0.579, -1.624, -0.319], [0.227, 1.839, 0.066], [0.011, -0.193, 1.531], [0.490, 0.783, -1.677], [-0.563, -2.486, 0.290], [-0.037, 2.447, -0.703]],
  "orbital_gap_ev": 9.011,
  "homo_ev": -9.2,
  "lumo_energy_ev": -0.221
}

=====

{
  "formula": "C3H4O3",
  "method": "ωB97M-V with the def2-TZVPD basis set",
  "elements": ["O", "C", "C", "O", "C", "O", "H", "H", "H", "H"],
  "xyz": [[-1.244, -1.230, 0.364], [-0.369, -0.336, -0.237], [-0.083, 1.148, 0.187], [1.310, 0.918, -0.153], [1.115, -0.433, 0.057], [1.867, -1.225, 0.528], [-1.445, -1.913, -0.293], [-0.535, -0.278, -1.318], [-0.120, 1.362, 1.259], [-0.529, 1.961, -0.391]],
  "orbital_gap_ev": 10.899,
  "homo_ev": -10.4,
  "lumo_energy_ev": 0.467
}

=====

{
  "formula": "C3H4O3Pb",
  "method": "ωB97M-V with the def2-TZVPD basis set",
  "elements": ["C", "O", "C", "C", "O", "O", "H", "H", "H", "Pb", "H"],
  "xyz": [[0.569, 0.685, -0.587], [0.523, -1.507, 0.522], [-0.639, -1.387, 1.328], [1.118, -0.326, 0.165], [-1.163, -0.249, 1.188], [-0.719, -2.196, 2.244], [0.733, 1.706, -0.223], [1.637, 0.093, 1.035], [1.159, -0.081, -1.433], [-1.752, 0.917, -1.538], [-1.467, 2.345, -2.702]],
  "orbital_gap_ev": [5.084, 7.239],
  "total_charge": -1,
  "homo_ev": [-2.2, -4.3],
  "spin_multiplicity": 2,
  "lumo_energy_ev": [2.850, 2.952]
}

=====

{
  "formula": "C3H4O3Pb",
  "method": "ωB97M-V with the def2-TZVPD basis set",
  "elements": ["H", "O", "Pb", "C", "C", "H", "H", "H", "O", "C", "O"],
  "xyz": [[-1.228, 1.247, 0.864], [0.878, 0.570, 0.101], [3.109, 0.594, -0.119], [-0.401, 1.023, -0.102], [-1.330, -0.162, 0.080], [-0.497, 1.598, -1.029], [-1.910, -0.349, -0.832], [-1.668, -0.410, 1.092], [2.187, -1.338, -0.090], [1.000, -1.156, 0.055], [-0.141, -1.616, -0.019]],
  "orbital_gap_ev": 9.269,
  "total_charge": 2,
  "homo_ev": -19.9,
  "lumo_energy_ev": -10.591
}

=====

{
  "formula": "C3H4O3Pr",
  "method": "ωB97M-V with the def2-TZVPD basis set",
  "elements": ["O", "C", "C", "O", "Pr", "H", "H", "H", "C", "O", "H"],
  "xyz": [[1.798, 0.983, 0.059], [1.861, -0.389, 0.104], [0.517, -1.040, 0.026], [-0.518, -0.303, 0.228], [-0.065, 2.072, 0.101], [2.335, -0.768, 1.038], [2.457, -0.826, -0.726], [0.372, -2.127, -0.019], [-2.602, -0.187, -0.327], [-2.655, 1.104, -0.400], [-3.500, 1.482, -0.085]],
  "orbital_gap_ev": [4.591, 9.534],
  "total_charge": 2,
  "homo_ev": [-15.5, -19.1],
  "spin_multiplicity": 4,
  "lumo_energy_ev": [-10.889, -9.549]
}

=====

{
  "formula": "C3H4O3Rb",
  "method": "ωB97M-V with the def2-TZVPD basis set",
  "elements": ["O", "C", "C", "O", "O", "C", "Rb", "H", "H", "H", "H"],
  "xyz": [[2.223, 1.426, 1.036], [-2.761, -3.171, 2.356], [1.921, 2.582, 1.526], [-2.137, -2.500, 1.694], [-0.089, 1.488, -2.832], [0.996, 1.465, -3.532], [-0.135, -0.260, -0.206], [2.654, 3.405, 1.412], [1.383, 2.603, 2.494], [1.201, 0.554, -4.127], [1.312, 2.400, -4.036]],
  "orbital_gap_ev": [2.972, 7.831],
  "homo_ev": [-3.5, -8.4],
  "spin_multiplicity": 2,
  "lumo_energy_ev": [-0.562, -0.560]
}

=====

{
  "formula": "C3H4O3Rh",
  "method": "ωB97M-V with the def2-TZVPD basis set",
  "elements": ["O", "C", "O", "C", "C", "O", "Rh", "H", "H", "H", "H"],
  "xyz": [[-1.301, 0.876, -0.117], [-1.398, 2.038, -0.191], [-1.528, 3.174, -0.292], [0.259, -2.486, -0.866], [1.571, -2.384, -0.054], [1.557, -1.243, 0.807], [-0.154, -0.782, 0.199], [0.427, -2.427, -1.953], [-0.296, -3.415, -0.658], [2.444, -2.314, -0.736], [1.724, -3.298, 0.556]],
  "orbital_gap_ev": [9.272, 8.065],
  "total_charge": 1,
  "homo_ev": [-13.2, -15.4],
  "spin_multiplicity": 5,
  "lumo_energy_ev": [-3.919, -7.308]
}

=====

{
  "formula": "C3H4O3S",
  "method": "ωB97M-V with the def2-TZVPD basis set",
  "elements": ["C", "C", "C", "O", "O", "O", "S", "H", "H", "H", "H"],
  "xyz": [[0.456, 2.905, -0.864], [-0.273, -2.246, 0.302], [0.650, 1.730, -0.763], [-1.628, -0.197, 0.810], [-2.711, 1.263, -0.755], [0.518, -1.564, -0.290], [-1.819, 1.107, 0.355], [-1.264, -2.163, -0.152], [0.324, 3.874, -0.493], [-0.167, -3.088, 1.066], [0.828, 0.761, -1.116]],
  "orbital_gap_ev": 9.342,
  "homo_ev": -10.0,
  "lumo_energy_ev": -0.638
}

=====

{
  "formula": "C3H4O3Tm",
  "method": "ωB97M-V with the def2-TZVPD basis set",
  "elements": ["H", "H", "C", "C", "O", "C", "O", "Tm", "O", "H", "H"],
  "xyz": [[0.408, -0.740, -1.782], [-0.110, -2.166, 1.323], [0.186, -1.540, 0.468], [-0.768, -1.318, -0.540], [-1.213, 0.058, -0.494], [-2.314, 0.382, -1.111], [-2.082, 1.553, -1.670], [1.883, 0.949, -0.678], [1.202, -0.718, 0.600], [-1.607, -2.005, -0.664], [-2.830, 1.784, -2.232]],
  "orbital_gap_ev": [5.930, 6.276],
  "homo_ev": [-5.7, -7.1],
  "spin_multiplicity": 4,
  "lumo_energy_ev": [0.243, -0.792]
}

=====

{
  "formula": "C3H4O4",
  "method": "ωB97M-V with the def2-TZVPD basis set",
  "elements": ["C", "C", "C", "O", "O", "O", "O", "H", "H", "H", "H"],
  "xyz": [[0.857, 0.151, -0.528], [-0.163, -0.232, 0.506], [-1.608, -0.196, 0.284], [0.515, -0.233, 1.664], [-0.885, -1.416, 0.139], [0.490, 0.864, -1.560], [2.057, 0.037, -0.167], [1.271, 1.193, -2.039], [1.734, -0.192, 1.188], [-2.024, 0.181, -0.647], [-2.245, -0.156, 1.160]],
  "orbital_gap_ev": 10.085,
  "homo_ev": -9.9,
  "lumo_energy_ev": 0.159
}

=====

{
  "formula": "C3H4O4Tb",
  "method": "ωB97M-V with the def2-TZVPD basis set",
  "elements": ["O", "C", "C", "O", "O", "C", "H", "H", "H", "Tb", "O", "H"],
  "xyz": [[-0.459, -0.958, -0.859], [0.244, -0.604, 0.147], [-1.687, 0.351, -0.796], [1.109, -1.227, 0.761], [0.371, 0.746, 0.109], [-0.987, 1.359, -0.035], [-2.669, 0.027, -0.422], [-1.735, 0.498, -1.883], [-1.266, 1.413, 1.028], [2.886, 0.401, -0.316], [-5.857, 0.461, 0.072], [-6.766, 0.638, 0.327]],
  "orbital_gap_ev": [5.998, 4.979],
  "homo_ev": [-6.3, -7.0],
  "spin_multiplicity": 8,
  "lumo_energy_ev": [-0.253, -2.034]
}

=====

{
  "formula": "C3H4OS",
  "method": "ωB97M-V with the def2-TZVPD basis set",
  "elements": ["C", "C", "C", "O", "S", "H", "H", "H", "H"],
  "xyz": [[1.115, 0.751, -0.657], [0.115, -0.085, -0.426], [-0.618, -0.227, 0.839], [-1.667, -1.089, 0.839], [-0.302, 0.635, 2.145], [1.329, 1.547, 0.029], [1.648, 0.878, -1.633], [-0.100, -0.720, -1.207], [-1.518, -1.690, 0.071]],
  "orbital_gap_ev": 8.489,
  "homo_ev": -8.9,
  "smiles": "C=CC(O)=S",
  "lumo_energy_ev": -0.382
}

=====

{
  "formula": "C3H4OS",
  "method": "ωB97M-V with the def2-TZVPD basis set",
  "elements": ["C", "C", "C", "O", "S", "H", "H", "H", "H"],
  "xyz": [[1.389, 1.000, 0.360], [0.054, -0.120, 0.044], [-1.120, 0.431, -0.602], [1.484, -1.719, 1.442], [0.118, -1.583, 0.844], [2.209, 0.270, 0.362], [-1.954, -0.137, -0.471], [-1.021, 0.396, -1.785], [-1.159, 1.462, -0.196]],
  "orbital_gap_ev": [7.513, 7.466],
  "homo_ev": [-9.3, -9.3],
  "lumo_energy_ev": [-1.808, -1.869]
}

=====

{
  "formula": "C3H4OS",
  "method": "ωB97M-V with the def2-TZVPD basis set",
  "elements": ["C", "C", "C", "O", "S", "H", "H", "H", "H"],
  "xyz": [[-0.133, 1.433, 1.222], [-0.355, 0.383, 0.353], [0.312, -1.512, -1.379], [0.648, -0.212, -0.201], [1.548, -1.888, -2.221], [-0.822, 1.979, 1.881], [0.807, 1.924, 1.305], [-1.373, -0.063, 0.347], [-0.633, -2.043, -1.307]],
  "orbital_gap_ev": 7.289,
  "homo_ev": -8.2,
  "lumo_energy_ev": -0.943
}

=====

Let's list molecular weight in order: 88.06; 88.06; 88.06; 88.06; 88.06; 88.06; 88.06; 88.06; 295.26; 295.26; 228.97; 173.53; 190.97; 120.13; 257.00; 104.06; 262.99; 88.13; 88.13; 88.13 g/mol.